Molecular formula: C3H11N2O
Method: DFT, ωB97M-V/def2-TZVPD

For the frontier orbital gap, the calculation gives 10.7 eV. Its highest occupied orbital energy is -14.71 eV. For the lowest unoccupied orbital energy, the calculation gives -4.02 eV.

Structure (ORCA input):
```
! RIJCOSX wB97M-V def2-TZVPD def2/J DEFGRID3
* xyz 1 1
C 0.0938 1.9869 -0.6553
N -1.0853 2.3054 0.1505
H 0.9668 1.6623 -0.1006
H 0.1744 2.3340 -1.6800
H -1.9139 2.3209 -0.4554
H -1.2958 1.5116 0.7627
C 0.8563 -1.0566 0.6886
O 0.9872 -2.3593 1.2532
C -0.4399 -0.8587 -0.0766
N -0.3295 0.1281 -1.1815
H 0.9385 -0.3527 1.5210
H 1.7386 -0.8291 0.0563
H 1.2913 -2.9396 0.5499
H -0.8126 -1.8312 -0.4397
H -1.2235 -0.4733 0.5897
H -1.2678 0.2446 -1.5874
H 0.3361 -0.1964 -1.8900
*
```

Here are the Löwdin charges for atoms 1 to 2, given in e: C 0.076; N 0.060

***

Molecular formula: C43H46BIN6PPdSe
Method: DFT, ωB97M-V/def2-TZVPD

For the frontier orbital gap (alpha / beta), the calculation gives 8.1 / 4.6 eV. Its highest occupied orbital energy (alpha / beta) is -14.97 / -15.29 eV. For the lowest unoccupied orbital energy (alpha / beta), the calculation gives -6.86 / -10.70 eV.

Structure (ORCA input):
```
! RIJCOSX wB97M-V def2-TZVPD def2/J DEFGRID3
* xyz 3 5
Pd 0.0115 0.3610 0.0482
B 2.7647 -0.0798 2.3453
N 3.0419 0.0078 0.9031
C 4.3197 0.0419 0.3943
C 4.2410 0.1362 -0.9600
C 2.8579 0.1443 -1.2332
N 2.1502 0.0546 -0.1158
N 1.3961 0.0406 2.8642
C 1.1170 0.1147 4.2124
C -0.2298 0.1740 4.3716
C -0.7422 0.1246 3.0583
N 0.2322 0.0349 2.1669
H 3.3017 -1.1357 2.8193
H 3.5322 0.6742 2.9832
H 5.1711 -0.0006 1.0555
H 5.0524 0.1904 -1.6651
H 2.3568 0.2153 -2.1871
H 1.9187 0.1097 4.9341
H -0.7820 0.2392 5.2932
H -1.7703 0.1401 2.7291
I -2.5902 0.3578 -0.5866
C -3.5077 2.1195 0.1123
C -4.8278 1.8745 0.3625
C -5.7006 2.9335 0.6796
C -5.2134 4.1990 0.6778
C -3.8442 4.4658 0.4201
C -3.4255 5.8188 0.4093
C -2.1292 6.1552 0.1839
C -1.1896 5.1269 0.0140
C -1.5329 3.7925 0.0189
P -0.0446 2.7628 -0.0828
C 1.0268 3.2996 1.2530
C 0.4561 3.7241 2.4556
C 1.2667 4.0574 3.5296
C 2.6482 3.9766 3.4095
C 3.2210 3.5427 2.2204
C 2.4164 3.1867 1.1477
C 0.7433 3.0685 -1.6753
C 0.3072 2.3154 -2.7693
C 0.8407 2.5383 -4.0301
C 1.8135 3.5139 -4.2053
C 2.2461 4.2707 -3.1239
C 1.7142 4.0532 -1.8609
C -2.9097 3.4134 0.1715
H -5.2265 0.8714 0.2938
H -6.7419 2.7286 0.8852
H -5.8683 5.0390 0.8722
H -4.1724 6.5853 0.5773
H -1.8141 7.1891 0.1614
H -0.1496 5.4090 -0.1049
H -0.6193 3.8185 2.5465
H 0.8210 4.4015 4.4537
H 3.2795 4.2664 4.2395
H 4.2987 3.4992 2.1233
H 2.8736 2.8507 0.2243
H -0.4746 1.5721 -2.6511
H 0.4871 1.9649 -4.8768
H 2.2265 3.6948 -5.1889
H 2.9933 5.0403 -3.2651
H 2.0554 4.6591 -1.0309
C 3.5200 -4.3803 1.2216
C 2.7768 -5.6596 0.8396
C 2.8679 -5.9871 -0.6489
C 2.0514 -5.0581 -1.5420
N 0.5998 -5.2001 -1.2880
C -0.2327 -4.3150 -0.6633
Se 0.2452 -2.6794 -0.0176
N -1.4709 -4.8789 -0.6046
C -2.6765 -4.2824 0.0090
C -2.6551 -4.2264 1.5310
C -2.5646 -5.5772 2.2469
C -1.1742 -6.2157 2.2595
C -1.4379 -6.0980 -1.2111
C -2.4348 -7.0678 -1.4086
C -2.0497 -8.1991 -2.0698
C -0.7131 -8.3921 -2.5390
C 0.2666 -7.4627 -2.3426
C -0.1145 -6.2999 -1.6502
H 3.5050 -4.2320 2.3024
H 3.0835 -3.4914 0.7570
H 4.5662 -4.4371 0.9133
H 1.7269 -5.6025 1.1487
H 3.2005 -6.4947 1.3983
H 2.5701 -7.0213 -0.8305
H 3.9066 -5.9074 -0.9795
H 2.2007 -5.2794 -2.5980
H 2.3095 -4.0150 -1.3776
H -3.5061 -4.9041 -0.3198
H -2.8118 -3.2965 -0.4324
H -3.5893 -3.7296 1.8047
H -1.8465 -3.5734 1.8708
H -3.2980 -6.2693 1.8208
H -2.8766 -5.4198 3.2797
H -0.8849 -6.6361 1.2945
H -1.1344 -7.0343 2.9769
H -0.4132 -5.4879 2.5571
H -3.4501 -6.9377 -1.0644
H -2.7787 -8.9774 -2.2509
H -0.4763 -9.3065 -3.0659
H 1.2737 -7.6169 -2.7017
*
```

Here are the Löwdin charges for atoms 1 to 2, given in e: Pd 0.427; B -0.429

***

Asked for energy above the lowest of the compared OMol25 structures with the same formula, charge and spin across the records above, the calculation gives 67.9 0.0 kcal per mole in order.
Asked for calculated total energy across the records above, the calculation gives -8308.849 -141145.774 eV in order.